[1]
CH8O4 | the ωB97M-V functional and the def2-TZVPD basis

XYZ file:
```
13
Properties=species:S:1:pos:R:3:forces:R:3
C -1.6792 0.1354 -1.5230 0.364 2.645 0.645
O -1.4530 1.0633 -0.7680 0.185 -1.201 0.285
H -1.2946 -0.8582 -1.4210 0.269 -0.860 0.393
H -2.2302 0.4438 -2.3837 -0.793 -0.561 -1.231
O 1.5348 0.4360 -0.8599 2.074 -0.056 0.927
H 2.5165 0.3809 -0.6278 -1.923 0.034 -0.619
H 1.1998 0.9757 -0.1232 -0.249 -0.129 -0.101
O 0.3991 0.9096 2.1411 -2.340 -0.470 -0.582
H -0.3866 0.2112 1.9912 2.450 2.816 0.323
H 0.0784 1.8657 2.0886 0.005 -2.337 0.045
O 0.1375 -1.7679 0.6406 -1.361 0.337 0.585
H 0.6931 -1.1444 0.1746 0.727 -0.018 -0.430
H 0.4844 -2.6511 0.6706 0.593 -0.200 -0.241
```
Positions in Å, forces in eV/Å.

The SMILES is C=O.O.O.O. Its max |F| is 3.75 eV/A. For the energy above the lowest of the compared OMol25 structures with the same formula, charge and spin, the calculation gives 62.63 kJ/mol. The total energy comes out at -9355.63333 eV. Its highest occupied orbital energy is -0.370 Ha.

***

[2]
C4H14N4 | the ωB97M-V functional and the def2-TZVPD basis

XYZ file:
```
22
Properties=species:S:1:pos:R:3:forces:R:3
C 0.1302 -1.1085 1.4602 -0.504 0.111 0.011
C -0.3816 1.1226 -2.0781 0.070 -0.036 0.091
C 1.3828 -1.2881 2.2519 0.075 0.008 -0.080
C -1.4611 1.8877 -1.3242 0.121 -0.072 -0.026
N 0.1931 0.0356 -1.2724 -0.118 0.102 0.032
N 1.0241 0.4762 -0.1809 -0.185 0.035 0.147
N -0.3481 -2.1468 0.7417 0.184 0.265 0.099
N -0.5899 0.0077 1.6372 0.095 -0.331 -0.100
H 0.7454 -0.5527 -1.8952 -0.039 0.086 0.086
H 1.8626 0.9178 -0.5781 -0.251 0.140 0.067
H 0.2884 -2.9089 0.5654 -0.020 0.043 0.075
H -0.8772 -1.8590 -0.0777 0.011 0.015 0.119
H 0.0739 0.7111 0.9557 0.753 -0.186 -0.406
H -1.5017 -0.0500 1.1956 0.001 -0.120 -0.059
H 0.4002 1.8271 -2.4073 -0.040 -0.040 0.032
H -0.8132 0.6677 -2.9769 0.021 0.018 0.028
H 1.1554 -1.8598 3.1588 -0.026 0.036 -0.081
H 2.1469 -1.8080 1.6756 -0.065 -0.027 0.022
H 1.7678 -0.3162 2.5496 -0.088 -0.008 -0.040
H -1.0498 2.3414 -0.4224 0.012 -0.008 -0.001
H -1.8744 2.6853 -1.9446 -0.001 -0.034 0.011
H -2.2738 1.2179 -1.0339 -0.008 0.004 -0.025
```
Positions in Å, forces in eV/Å.

Its max |F| is 0.88 eV/A. For the energy above the lowest of the compared OMol25 structures with the same formula, charge and spin, the calculation gives 293.32 kJ/mol. The total energy comes out at -10332.76445 eV. Its highest occupied orbital energy is -0.269 Ha.

***

[3]
C5H14 | the ωB97M-V functional and the def2-TZVPD basis

XYZ file:
```
19
Properties=species:S:1:pos:R:3:forces:R:3
C 1.5357 0.7962 0.5738 -0.804 -0.038 -0.922
C 1.4018 -0.5827 -0.0950 0.618 0.035 0.906
C 2.8050 -1.1696 -0.3014 -0.233 0.721 -0.840
H 0.5760 1.3143 0.6323 -0.085 -0.232 0.306
H 2.1218 1.4639 -0.0634 0.441 -0.141 0.298
H 1.9423 0.6740 1.5703 0.269 0.272 0.100
H 0.8915 -1.2567 0.6004 -0.261 0.093 -0.124
H 0.8052 -0.5326 -1.0037 0.167 -0.020 -0.164
H 2.7683 -2.1613 -0.7464 0.138 -0.237 0.391
H 3.3712 -0.5551 -1.0099 -0.083 0.049 -0.030
H 3.3682 -1.1007 0.6283 -0.039 -0.507 0.083
C -1.9758 0.5836 0.1104 -0.544 -0.183 -0.789
C -3.4209 0.2194 -0.2982 0.448 -0.139 0.541
H -1.5769 1.4448 -0.4271 -0.310 0.246 0.079
H -1.9448 0.7787 1.1792 0.434 -0.125 -0.001
H -1.3276 -0.2196 -0.2309 0.192 -0.212 0.706
H -3.9939 1.1029 -0.5470 -0.248 0.043 -0.187
H -3.4294 -0.5097 -1.1026 -0.063 0.232 -0.376
H -3.9177 -0.2900 0.5310 -0.040 0.145 0.023
```
Positions in Å, forces in eV/Å.

The SMILES is CCC.CC. Its max |F| is 1.22 eV/A. For the energy above the lowest of the compared OMol25 structures with the same formula, charge and spin, the calculation gives 25.10 kJ/mol. The total energy comes out at -5411.78951 eV. Its highest occupied orbital energy is -0.420 Ha.

***

[4]
C5H8O2 | the ωB97M-V functional and the def2-TZVPD basis

XYZ file:
```
15
Properties=species:S:1:pos:R:3:forces:R:3
C 0.4246 2.3284 -0.4653 0.005 0.047 0.068
C 0.7711 0.8550 -0.4294 -0.147 0.226 -0.249
O 0.8784 0.2137 0.8672 0.152 -0.012 0.160
C 0.2800 -0.9355 0.2307 -0.239 -0.132 -0.183
C -0.7956 -1.7625 0.9493 0.176 0.063 0.255
C -0.2002 -0.1539 -0.9446 0.331 -0.003 -0.033
O -1.6230 -2.3258 -0.0339 -0.194 -0.035 -0.051
H -0.4318 2.5417 0.1787 0.096 -0.036 -0.083
H 1.2705 2.9455 -0.1523 -0.111 -0.090 0.028
H 0.1637 2.5865 -1.4979 0.048 -0.041 0.195
H 1.6908 0.6724 -1.0194 -0.044 0.024 0.020
H 1.0632 -1.6154 -0.1564 -0.135 0.015 -0.034
H -0.3569 -2.5953 1.5038 -0.002 0.161 0.030
H -1.3391 -1.1249 1.6583 0.038 0.006 -0.119
H -1.7957 -1.6300 -0.6886 0.025 -0.193 -0.003
```
Positions in Å, forces in eV/Å.

Its max |F| is 0.37 eV/A. For the energy above the lowest of the compared OMol25 structures with the same formula, charge and spin, the calculation gives 491.59 kJ/mol. The total energy comes out at -9404.73724 eV. Its highest occupied orbital energy is -0.344 Ha.